Record 1
C12H45N12O11 | ωB97M-V/def2-TZVPD

For the lowest unoccupied orbital energy, the calculation gives 1.9739 eV. For the relative energy (zero: lowest compared OMol25 entry of this formula, charge and spin), the calculation gives 2.672 eV. As for the charge: -1. Its gap between HOMO and LUMO is 8.6 eV. The value obtained for the calculated total energy is -53581.933 eV.

Cartesian coordinates (Å):
C (0.810, 1.139, 0.525)
C (0.260, -0.117, -0.147)
O (-1.101, -0.170, -0.435)
H (0.427, 2.069, 0.106)
H (1.896, 1.064, 0.591)
H (0.456, 1.071, 1.554)
H (0.559, -0.819, 0.632)
H (0.948, -0.356, -0.958)
C (3.446, -0.464, -2.472)
O (4.496, 0.237, -3.087)
H (3.358, 0.121, -1.557)
H (2.606, -0.315, -3.151)
H (3.714, -1.518, -2.400)
H (4.617, -0.123, -3.969)
C (3.060, 3.106, -1.532)
O (3.671, 3.798, -2.590)
H (2.664, 3.813, -0.803)
H (2.319, 2.497, -2.049)
H (3.852, 2.559, -1.021)
H (3.091, 3.645, -3.339)
C (-2.042, 1.304, 2.849)
O (-2.658, 1.054, 1.566)
H (-2.674, 1.717, 3.635)
H (-1.737, 0.347, 3.273)
H (-1.170, 1.915, 2.615)
H (-2.031, 0.786, 0.891)
C (0.707, 4.485, 2.499)
O (0.699, 5.728, 1.946)
H (0.308, 3.592, 2.016)
H (1.722, 4.237, 2.807)
H (0.147, 4.382, 3.428)
H (1.584, 5.863, 1.600)
C (0.544, -3.588, 2.503)
O (1.550, -3.010, 2.840)
N (0.025, -4.575, 3.155)
N (-0.269, -3.131, 1.653)
H (0.701, -5.152, 3.636)
H (-0.831, -4.975, 2.798)
H (-1.117, -3.648, 1.468)
H (-0.172, -2.175, 1.342)
C (2.357, 0.185, 3.404)
O (2.738, 1.348, 3.478)
N (2.986, -0.701, 2.688)
N (1.235, -0.224, 3.930)
H (2.681, -1.657, 2.804)
H (3.876, -0.482, 2.264)
H (0.757, 0.529, 4.404)
H (0.960, -1.193, 3.851)
C (-5.025, -1.098, -0.255)
O (-5.971, -1.711, -0.621)
N (-5.031, -0.230, 0.751)
N (-3.840, -1.261, -0.726)
H (-4.243, 0.400, 0.809)
H (-5.966, -0.030, 1.075)
H (-3.840, -2.027, -1.384)
H (-2.937, -0.896, -0.461)
C (-3.201, 2.777, -2.062)
O (-3.587, 3.874, -2.478)
N (-3.858, 1.661, -2.299)
N (-2.091, 2.678, -1.383)
H (-3.682, 0.793, -1.815)
H (-4.624, 1.772, -2.949)
H (-1.667, 1.843, -1.005)
H (-1.520, 3.512, -1.394)
C (-1.379, -1.418, -3.784)
O (-1.184, -2.090, -4.756)
N (-1.727, -1.921, -2.606)
N (-1.304, -0.080, -3.704)
H (-1.855, -2.916, -2.491)
H (-1.533, -1.347, -1.798)
H (-1.155, 0.402, -4.579)
H (-1.491, 0.286, -2.781)
C (2.263, -3.834, -1.010)
O (2.632, -4.803, -1.662)
N (0.977, -3.459, -1.058)
N (3.066, -3.055, -0.274)
H (0.570, -2.644, -0.622)
H (0.428, -4.033, -1.681)
H (4.057, -3.078, -0.468)
H (2.690, -2.264, 0.229)

Just the Mulliken charges please, in e? Sure, here they are: atom 1 (C): -0.67, atom 2 (C): 0.26, atom 3 (O): 0.72, atom 4 (H): 0.22, atom 5 (H): 0.35, atom 6 (H): -0.34, atom 7 (H): -0.68, atom 8 (H): 0.00, atom 9 (C): -0.18, atom 10 (O): -0.54, atom 11 (H): -0.10, atom 12 (H): 0.23, atom 13 (H): 0.26, atom 14 (H): 0.30, atom 15 (C): -0.28, atom 16 (O): -0.58, atom 17 (H): 0.20, atom 18 (H): 0.12, atom 19 (H): 0.23, atom 20 (H): 0.33, atom 21 (C): -0.32, atom 22 (O): -0.65, atom 23 (H): 0.36, atom 24 (H): 0.21, atom 25 (H): -0.10, atom 26 (H): 0.08, atom 27 (C): -0.31, atom 28 (O): -0.54, atom 29 (H): -0.10, atom 30 (H): 0.29, atom 31 (H): 0.35, atom 32 (H): 0.35, atom 33 (C): 0.56, atom 34 (O): -0.79, atom 35 (N): -0.40, atom 36 (N): 0.12, atom 37 (H): 0.29, atom 38 (H): 0.15, atom 39 (H): 0.18, atom 40 (H): -0.48, atom 41 (C): 0.44, atom 42 (O): -0.73, atom 43 (N): -0.29, atom 44 (N): -0.28, atom 45 (H): 0.46, atom 46 (H): 0.16, atom 47 (H): 0.16, atom 48 (H): 0.21, atom 49 (C): 0.48, atom 50 (O): -0.73, atom 51 (N): -0.27, atom 52 (N): -0.13, atom 53 (H): 0.35, atom 54 (H): 0.20, atom 55 (H): 0.07, atom 56 (H): 0.03, atom 57 (C): 0.44, atom 58 (O): -0.76, atom 59 (N): -0.21, atom 60 (N): -0.19, atom 61 (H): 0.20, atom 62 (H): 0.18, atom 63 (H): 0.04, atom 64 (H): 0.15, atom 65 (C): 0.39, atom 66 (O): -0.74, atom 67 (N): -0.08, atom 68 (N): -0.25, atom 69 (H): 0.23, atom 70 (H): -0.07, atom 71 (H): 0.21, atom 72 (H): 0.21, atom 73 (C): 0.47, atom 74 (O): -0.75, atom 75 (N): -0.09, atom 76 (N): -0.19, atom 77 (H): 0.10, atom 78 (H): 0.12, atom 79 (H): 0.27, atom 80 (H): 0.10

---

Record 2
C2H8N4O | ωB97M-V/def2-TZVPD

For the lowest unoccupied orbital energy, the calculation gives -10.3571 eV. For the relative energy (zero: lowest compared OMol25 entry of this formula, charge and spin), the calculation gives 2.819 eV. As for the charge: +2. Its gap between HOMO and LUMO is 9.5 eV. The value obtained for the calculated total energy is -10189.973 eV.

Cartesian coordinates (Å):
C (-0.615, 1.176, 0.568)
C (-2.427, -0.564, 0.292)
N (-1.401, 0.210, 0.353)
N (0.609, 1.244, -0.087)
N (0.966, 0.334, -0.913)
N (2.447, -0.823, -0.137)
O (-3.289, -0.396, -0.661)
H (-0.720, 2.028, 1.430)
H (-2.564, -1.349, 1.097)
H (1.286, 2.020, 0.041)
H (1.614, 0.635, -1.591)
H (2.230, -1.016, 0.872)
H (3.444, -0.534, 0.093)
H (2.434, -1.810, -0.662)
H (-4.013, -1.157, -0.697)

Just the natural (NBO) charges please, in e? Sure, here they are: atom 1 (C): 0.39, atom 2 (C): 0.57, atom 3 (N): -0.40, atom 4 (N): -0.34, atom 5 (N): -0.08, atom 6 (N): -0.86, atom 7 (O): -0.55, atom 8 (H): 0.30, atom 9 (H): 0.25, atom 10 (H): 0.44, atom 11 (H): 0.40, atom 12 (H): 0.41, atom 13 (H): 0.44, atom 14 (H): 0.46, atom 15 (H): 0.57

---

Record 3
C14H26INO3PS | ωB97M-V/def2-TZVPD

For the lowest unoccupied orbital energy, the calculation gives -3.9278 eV. As for the charge: +1. Its gap between HOMO and LUMO is 6.9 eV. The value obtained for the calculated total energy is -50787.802 eV.

Cartesian coordinates (Å):
C (-1.118, -2.082, -0.543)
C (-0.792, -1.072, 0.009)
C (-0.367, 0.097, 0.735)
C (0.751, -0.263, 1.735)
S (1.655, -1.839, 1.481)
C (3.114, -1.012, 1.281)
N (3.135, 0.258, 1.497)
C (4.270, 1.170, 1.358)
C (5.247, 0.803, 0.239)
C (4.581, 0.403, -1.075)
C (6.325, -0.238, 0.679)
C (1.844, 0.793, 1.972)
P (1.640, 1.186, 3.819)
O (1.926, -0.265, 4.513)
I (3.494, 2.602, 4.524)
H (-1.073, -3.055, -0.947)
H (-0.082, 0.898, 0.064)
H (-1.217, 0.428, 1.322)
H (0.229, -0.446, 2.672)
H (4.048, -1.431, 0.946)
H (3.912, 2.179, 1.194)
H (4.820, 1.179, 2.292)
H (5.799, 1.713, 0.032)
H (4.257, -0.635, -1.058)
H (5.318, 0.448, -1.865)
H (3.719, 1.013, -1.332)
H (6.369, -1.023, -0.068)
H (7.291, 0.240, 0.703)
H (6.071, -0.621, 1.662)
H (1.575, 1.668, 1.388)
H (2.876, -0.458, 4.522)
C (-5.701, 1.797, -2.335)
O (-4.704, 0.853, -2.691)
C (-4.285, 0.046, -1.605)
C (-4.918, -1.324, -1.655)
O (-6.318, -1.268, -1.443)
C (-7.071, -1.378, -2.640)
H (-6.121, 2.198, -3.255)
H (-6.503, 1.337, -1.753)
H (-5.259, 2.619, -1.762)
H (-4.503, 0.538, -0.650)
H (-3.199, -0.081, -1.680)
H (-4.497, -1.929, -0.844)
H (-4.690, -1.821, -2.603)
H (-7.059, -2.410, -3.004)
H (-6.692, -0.712, -3.419)
H (-8.098, -1.100, -2.412)

Just the natural (NBO) charges please, in e? Sure, here they are: atom 1 (C): -0.16, atom 2 (C): -0.06, atom 3 (C): -0.50, atom 4 (C): -0.33, atom 5 (S): 0.50, atom 6 (C): -0.01, atom 7 (N): -0.31, atom 8 (C): -0.23, atom 9 (C): -0.24, atom 10 (C): -0.61, atom 11 (C): -0.62, atom 12 (C): -0.39, atom 13 (P): 0.97, atom 14 (O): -0.97, atom 15 (I): -0.09, atom 16 (H): 0.25, atom 17 (H): 0.25, atom 18 (H): 0.26, atom 19 (H): 0.26, atom 20 (H): 0.27, atom 21 (H): 0.24, atom 22 (H): 0.23, atom 23 (H): 0.23, atom 24 (H): 0.19, atom 25 (H): 0.24, atom 26 (H): 0.22, atom 27 (H): 0.22, atom 28 (H): 0.24, atom 29 (H): 0.20, atom 30 (H): 0.26, atom 31 (H): 0.50, atom 32 (C): -0.26, atom 33 (O): -0.55, atom 34 (C): -0.09, atom 35 (C): -0.09, atom 36 (O): -0.55, atom 37 (C): -0.26, atom 38 (H): 0.20, atom 39 (H): 0.18, atom 40 (H): 0.16, atom 41 (H): 0.17, atom 42 (H): 0.18, atom 43 (H): 0.18, atom 44 (H): 0.18, atom 45 (H): 0.17, atom 46 (H): 0.18, atom 47 (H): 0.20

---

The lowest charge belongs to which entry?
C12H45N12O11